Record 1
{
  "formula": "C34H28CoFIN2O2",
  "method": "ωB97M-V/def2-TZVPD",
  "elements": ["Co", "I", "C", "C", "C", "C", "C", "C", "C", "C", "C", "C", "H", "H", "H", "H", "H", "H", "C", "C", "N", "O", "C", "C", "N", "O", "H", "H", "H", "H", "H", "H", "H", "C", "C", "C", "C", "C", "C", "C", "C", "C", "C", "C", "C", "C", "C", "H", "H", "H", "H", "H", "H", "H", "H", "H", "H", "H", "F", "C", "C", "C", "C", "C", "C", "H", "H", "H", "H"],
  "coordinates": [[0.201, -0.652, -0.285], [2.228, 0.231, 1.891], [3.584, 0.147, 0.262], [4.881, 0.441, 0.604], [5.879, 0.478, -0.381], [5.534, 0.252, -1.684], [4.196, -0.031, -2.053], [3.882, -0.199, -3.412], [2.598, -0.511, -3.778], [1.607, -0.678, -2.805], [1.809, -0.494, -1.440], [3.149, -0.129, -1.063], [5.131, 0.648, 1.635], [6.903, 0.700, -0.105], [6.281, 0.304, -2.470], [4.665, -0.066, -4.153], [2.351, -0.634, -4.829], [0.618, -0.951, -3.150], [-3.175, 0.780, 3.296], [-2.563, 0.231, 2.031], [-2.860, 0.672, 0.874], [-3.758, 1.744, 0.930], [-1.608, -0.867, 2.145], [-1.631, -1.751, 3.364], [-0.711, -1.106, 1.228], [0.119, -2.089, 1.372], [-3.552, 1.783, 3.108], [-2.432, 0.813, 4.093], [-4.007, 0.153, 3.622], [-3.796, 2.000, 0.000], [-1.019, -1.340, 4.175], [-1.209, -2.714, 3.079], [-2.649, -1.890, 3.736], [-4.133, 3.411, -4.078], [-3.351, 3.907, -3.039], [-2.426, 3.107, -2.392], [-2.233, 1.754, -2.755], [-3.070, 1.267, -3.783], [-3.980, 2.076, -4.437], [-1.311, 0.823, -2.122], [-0.320, 1.028, -1.207], [0.311, 2.336, -1.079], [0.558, 2.954, 0.155], [1.192, 4.183, 0.237], [1.596, 4.851, -0.912], [1.381, 4.248, -2.148], [0.772, 3.011, -2.229], [-4.846, 4.047, -4.589], [-3.466, 4.940, -2.726], [-1.838, 3.523, -1.587], [-2.982, 0.223, -4.064], [-4.586, 1.662, -5.237], [-1.527, -0.205, -2.389], [0.217, 2.463, 1.056], [1.378, 4.627, 1.209], [2.078, 5.820, -0.845], [1.688, 4.758, -3.055], [0.628, 2.535, -3.190], [-2.786, -5.601, -2.838], [-2.104, -4.515, -2.324], [-2.817, -3.484, -1.751], [-2.113, -2.393, -1.239], [-0.711, -2.291, -1.290], [-0.056, -3.385, -1.867], [-0.729, -4.492, -2.388], [-3.901, -3.534, -1.715], [-2.687, -1.589, -0.783], [1.030, -3.382, -1.923], [-0.200, -5.325, -2.842]],
  "forces_ev_per_a": [[1.8934, -0.0097, -1.4965], [0.3264, -0.0225, -0.3126], [-0.0262, 0.2403, 0.5555], [-0.2917, -0.0823, 0.1159], [0.0878, -0.0480, -0.3767], [0.1152, 0.1083, 0.2087], [-0.1510, 0.0678, 0.1653], [-0.0847, -0.0523, -0.2406], [0.2691, 0.0404, 0.0001], [0.0668, -0.0148, 0.1136], [-0.2546, -0.1104, -0.1018], [0.2127, -0.1520, -0.3683], [-0.0103, 0.0033, -0.0029], [0.0036, 0.0004, -0.0017], [0.0019, -0.0117, -0.0024], [0.0144, -0.0454, 0.0165], [-0.0179, -0.0167, 0.0062], [-0.0477, 0.0040, 0.1019], [0.0927, 0.1687, -0.0774], [0.0539, -0.0305, 0.0067], [0.0933, -0.2405, -0.1806], [-0.2987, 0.3898, -0.2574], [0.4434, -0.4696, 0.2470], [-0.1033, 0.0792, -0.1445], [-1.5855, -0.1555, 1.0132], [0.0986, 0.2423, 0.3090], [0.0051, -0.0654, 0.1036], [-0.0293, -0.0693, 0.0311], [0.0081, 0.0018, 0.0287], [0.0292, 0.0175, 0.0239], [0.0102, -0.0792, 0.0481], [-0.0001, 0.0086, 0.0650], [-0.0018, 0.0126, 0.0600], [0.0470, -0.0565, -0.0080], [-0.0822, 0.0646, -0.0494], [0.0644, -0.3258, 0.0844], [-0.1477, 0.4258, -0.3924], [0.1663, 0.0317, 0.1094], [-0.1314, 0.1226, -0.0398], [0.3631, 0.2114, 0.3921], [-0.9035, -0.4716, -0.1588], [0.0998, 0.4546, 0.0289], [-0.2050, -0.0772, -0.0143], [0.0041, 0.1632, -0.0208], [-0.0163, -0.0409, 0.0031], [0.0795, 0.1247, 0.0385], [0.0092, -0.1909, 0.1304], [-0.0114, -0.0016, 0.0103], [0.0142, 0.0006, 0.0011], [0.0134, 0.0204, 0.0304], [0.0366, -0.0052, 0.0159], [-0.0029, -0.0207, 0.0160], [-0.1626, -0.0973, 0.2501], [0.0294, -0.0753, 0.0071], [-0.0471, -0.0100, 0.0112], [0.0265, -0.0161, -0.0030], [0.0377, -0.0503, -0.0055], [-0.0298, -0.0243, -0.0097], [0.0030, -0.0078, -0.0192], [0.0156, 0.0582, 0.0602], [-0.1636, -0.0031, -0.0053], [0.0906, -0.2872, -0.1621], [-0.0578, 0.5027, 0.1849], [-0.1432, 0.0072, -0.0563], [0.0712, -0.1394, -0.0591], [0.0142, -0.0267, 0.0053], [-0.0016, 0.0274, -0.0156], [0.0062, 0.0070, -0.0350], [-0.0090, -0.0032, 0.0183]],
  "s_squared": 0.771,
  "e_above_lowest_kcal_mol": 28.22,
  "charge": -2,
  "multiplicity": 2
}

Record 2
{
  "formula": "N4O2",
  "method": "ωB97M-V/def2-TZVPD",
  "elements": ["N", "N", "N", "N", "O", "O"],
  "coordinates": [[-0.598, 1.362, 2.161], [0.566, 0.199, -0.030], [-0.712, 0.621, 1.351], [0.088, -0.567, -0.870], [-0.670, -1.374, -1.245], [1.326, -0.241, -1.368]],
  "forces_ev_per_a": [[0.4734, -0.3652, -0.6899], [-2.2767, 3.3038, 7.5717], [-3.3315, 0.8602, 3.0648], [3.6692, -0.3239, -1.7492], [-1.2539, -0.1351, 0.1277], [2.7195, -3.3399, -8.3250]],
  "s_squared": 2.040,
  "e_above_lowest_kcal_mol": 71.02,
  "multiplicity": 3
}

Record 3
{
  "formula": "C12H24N2O3",
  "method": "ωB97M-V/def2-TZVPD",
  "elements": ["C", "C", "C", "C", "C", "C", "C", "C", "C", "C", "C", "C", "H", "H", "H", "H", "H", "H", "H", "H", "H", "H", "H", "H", "H", "H", "H", "H", "H", "H", "H", "H", "H", "H", "H", "H", "N", "N", "O", "O", "O"],
  "coordinates": [[1.383, -1.697, 0.147], [0.220, -0.650, 0.424], [2.741, -1.273, 0.785], [3.347, -0.022, 0.211], [3.839, 1.018, 1.363], [4.562, -0.143, -0.859], [-1.517, 0.685, -0.446], [-0.834, 1.994, -0.314], [-2.598, 0.432, 0.575], [-3.376, -0.862, 0.258], [-3.734, -0.768, -1.280], [-4.487, -1.136, 1.246], [1.847, -2.887, -1.350], [2.315, -1.393, -1.784], [0.937, -2.642, 0.546], [2.640, -1.155, 1.967], [3.448, -2.146, 0.610], [2.565, 0.570, -0.329], [2.949, 1.311, 1.983], [4.711, 0.605, 1.984], [4.250, 1.887, 0.808], [4.879, 0.793, -1.382], [4.252, -0.797, -1.629], [5.530, -0.550, -0.379], [-0.469, -0.753, -1.621], [-2.093, 0.783, -1.357], [-2.253, 0.398, 1.616], [-3.355, 1.146, 0.366], [-2.668, -1.714, 0.334], [-4.329, -1.653, -1.434], [-2.860, -0.643, -1.969], [-4.414, 0.048, -1.423], [-5.187, -0.266, 1.427], [-5.103, -1.994, 0.671], [-4.051, -1.506, 2.221], [0.704, 2.803, -1.192], [1.426, -1.933, -1.329], [-0.656, -0.471, -0.638], [0.157, 0.101, 1.368], [-1.277, 3.095, 0.085], [0.258, 1.943, -1.150]],
  "forces_ev_per_a": [[-1.3787, 0.6996, 0.1977], [1.3580, 0.1020, -2.5992], [0.0106, -1.8203, 1.8548], [1.6702, 3.3462, -0.3663], [0.0802, -1.0609, -0.8001], [0.6277, 0.1331, 2.1430], [-0.9261, -1.1412, 0.5215], [-0.1310, 4.2252, -1.0447], [-0.4040, -1.3290, 0.5714], [2.2696, 0.3590, -1.2969], [-0.1996, -0.7249, 1.5375], [-1.6640, -1.3956, -1.1485], [-0.7217, 0.6331, -0.4592], [-2.9134, -1.0802, 1.5265], [0.7991, 0.5554, 0.1295], [0.0009, -0.3347, -2.5465], [-0.7159, 0.8476, 0.3710], [0.3597, -0.5337, 0.3568], [1.0572, -0.2540, -0.4151], [-1.4544, 0.3739, -0.7249], [-0.3701, -0.2537, 0.5413], [-0.6795, -0.3887, 0.8004], [-0.0808, -1.0158, -0.9532], [-1.6026, 0.4033, -0.5998], [0.2998, -0.0100, 1.6314], [0.3537, 0.4700, -0.3779], [-0.0713, 0.5003, -0.3351], [-0.5302, 1.3948, 0.6069], [-0.3424, 0.3303, 0.0034], [0.0487, -0.5017, -0.8780], [-1.0596, -0.7487, 0.6714], [-0.3426, 0.7666, -0.2204], [0.8126, -0.9195, -0.2035], [0.9411, 1.6470, 1.9149], [-0.7181, 0.3544, -1.0902], [-0.3908, 0.0156, 0.2238], [3.9181, -0.0317, -0.6986], [0.2997, 0.4312, 0.0367], [0.2664, -0.3728, 0.9542], [1.3395, -3.8224, -0.5495], [0.1842, 0.1507, 0.7135]],
  "e_above_lowest_kcal_mol": 62.20,
  "smiles": "CC(C)C[C@H](NC(=O)[C@@H](N)CC(C)C)C(=O)O"
}